This record from the OMol25 dataset describes a structure of composition C31H36BrGeN2O6PRe at a distorted geometry. The level of theory is wB97M-V/def2-TZVPD.

The geometry in XYZ format:
```
79
C31H36BrGeN2O6PRe | the OMol25 dataset | wB97M-V/def2-TZVPD
Re 1.8795 1.2238 -0.1517
C 0.5666 0.4995 5.2093
C 1.6309 0.6880 4.1698
C 2.9833 0.7760 4.4938
C 3.9511 0.9639 3.5123
C 3.5279 1.0602 2.2121
Br 4.7623 1.2883 0.7964
N 2.2224 0.9866 1.8538
C 1.2966 0.7976 2.8331
H 0.9715 0.0207 6.0985
H -0.2567 -0.1042 4.8295
H 0.1657 1.4699 5.5094
H 3.2920 0.6918 5.5295
H 5.0028 1.0293 3.7531
H 0.2691 0.7256 2.5034
O 2.8715 3.9815 -2.4368
N 2.5533 3.1359 -1.7112
O 2.2899 3.2770 -0.4437
O 2.4022 1.8746 -2.0465
C 2.3685 -2.3391 -4.2913
C 1.8665 -1.2575 -3.3797
O 2.6680 -1.2966 -2.1225
P 2.1440 -1.1307 -0.6835
O 0.8715 -2.0346 -0.5998
C 0.1527 -2.3470 0.6332
C -0.4892 -3.7031 0.4835
O 3.2287 -1.6354 0.3145
C 3.9001 -2.9690 0.1835
C 4.6996 -3.1992 1.4313
H 1.8236 -2.2766 -5.2339
H 2.2043 -3.3280 -3.8650
H 3.4291 -2.2121 -4.5026
H 0.8163 -1.3896 -3.1119
H 2.0187 -0.2587 -3.7840
H -0.5858 -1.5534 0.7852
H 0.8646 -2.3351 1.4613
H -1.1612 -3.7331 -0.3717
H -1.0625 -3.9304 1.3829
H 0.2628 -4.4807 0.3563
H 4.5135 -2.9114 -0.7127
H 3.1152 -3.7106 0.0374
H 5.4716 -2.4396 1.5505
H 5.1911 -4.1695 1.3542
H 4.0648 -3.2091 2.3170
C 0.1772 1.0207 -0.2450
Ge -1.8051 0.9634 -0.6167
C -2.3400 2.8369 -0.6954
C -1.4940 3.9609 -0.5358
C -1.9834 5.2244 -0.7086
C -3.3623 5.4245 -0.9887
C -4.2291 4.3259 -1.1164
C -3.7386 3.0628 -0.9326
C -2.6585 0.2393 0.9571
C -2.4185 0.8514 2.1951
C -3.0336 0.3815 3.3425
C -3.9000 -0.7055 3.2691
C -4.1541 -1.3116 2.0449
C -3.5444 -0.8393 0.8924
C -2.0068 0.0673 -2.2999
C -2.0448 -1.3211 -2.4027
C -2.1556 -1.9346 -3.6399
C -2.2195 -1.1556 -4.7913
C -2.1715 0.2281 -4.7052
C -2.0655 0.8429 -3.4649
H -0.4360 3.8493 -0.3294
H -1.3271 6.0817 -0.6415
H -3.7335 6.4377 -1.0778
H -5.2820 4.4659 -1.3210
H -4.4193 2.2203 -0.9816
H -1.7709 1.7219 2.2596
H -2.8628 0.8702 4.2935
H -4.3906 -1.0687 4.1623
H -4.8402 -2.1459 1.9896
H -3.7743 -1.3073 -0.0573
H -1.9964 -1.9337 -1.5133
H -2.2038 -3.0129 -3.7131
H -2.3165 -1.6315 -5.7584
H -2.2275 0.8290 -5.6033
H -2.0297 1.9257 -3.4124
```

**Charge**: +3
**HOMO level (spin up / spin down)**: -0.583 / -0.583 Eh
**Spin multiplicity**: 1
**ΔE to the lowest compared entry with this formula, charge and spin**: 106.2 kJ/mol
**Largest force on an atom**: 2.74 eV/A
**Molar mass**: 902.3 g/mol
**Gap between HOMO and LUMO (spin up / spin down)**: 2.611 / 2.621 eV